Density functional theory data (the ωB97M-V functional and the def2-TZVPD basis) for a molecular structure, C16H19F6MgN9PS.

Charge ... +2
Max |F| ... 0.30 eV Å⁻¹
Energy above the lowest of the compared OMol25 structures with the same formula, charge and spin ... 0.0797 eV
HOMO level (spin up / spin down) ... -14.6 / -14.6 eV
LUMO (spin up / spin down) ... -7.08 / -9.45 eV
Spin multiplicity ... 2
Kohn-Sham gap (spin up / spin down) ... 7.51 / 5.14 eV

Last column: Mulliken charge in e.
Atoms and positions in Å:
Mg 0.47168 0.67485 0.12617  0.90
N 0.59715 2.04923 4.20187  0.12
C -0.18353 1.89098 3.13190  -0.25
N 0.55901 1.45107 2.13378  -0.02
C 1.80752 1.34403 2.67781  -0.07
N 1.86617 1.70559 3.93378  -0.62
C 2.91387 0.82509 1.87291  0.59
C 4.21799 0.71162 2.33668  -0.29
N 5.17236 0.21099 1.56561  -0.51
C 4.84637 -0.17860 0.34275  -0.35
C 3.54485 -0.05964 -0.13836  -0.24
N 2.58382 0.44418 0.63073  0.03
H 0.34569 2.36555 5.12713  0.19
H -1.24082 2.09634 3.11354  0.51
H 4.47988 1.02997 3.33797  0.49
H 5.62679 -0.59862 -0.27844  0.40
H 3.27791 -0.37051 -1.13867  0.40
F 0.83433 -0.60372 -1.62973  -0.38
P 0.50932 0.58021 -2.75593  1.50
F -0.65363 1.10737 -1.59791  -0.39
F 1.56911 1.49909 -1.83878  -0.27
F 0.16070 1.87358 -3.60162  -0.34
F 1.67398 0.10697 -3.67891  -0.33
F -0.58847 -0.30693 -3.42050  -0.33
N -0.98796 -0.69983 0.57213  -0.65
C -1.72479 -1.59476 0.48210  0.82
N -2.54178 -2.58694 0.38245  -0.02
C -2.86310 -3.17185 -0.93922  -0.72
C -2.43215 -4.63035 -0.97219  -0.52
C -3.01987 -5.39737 0.21061  -0.67
C -2.62494 -4.75032 1.53668  -0.52
C -3.05645 -3.29164 1.57556  -0.76
H -2.37036 -2.57581 -1.70593  0.44
H -3.94320 -3.08290 -1.07828  0.27
H -1.34001 -4.68326 -0.95052  0.28
H -2.75539 -5.06818 -1.91712  0.35
H -2.67939 -6.43214 0.18836  0.32
H -4.11049 -5.42336 0.12521  0.32
H -1.54173 -4.80906 1.67512  0.29
H -3.08407 -5.27344 2.37617  0.35
H -2.68893 -2.77783 2.46228  0.43
H -4.14558 -3.20795 1.55887  0.30
S -2.28985 3.28094 -0.65309  -0.02
C -0.75841 3.89309 -1.18232  0.14
N -0.75673 4.69662 -2.27727  0.03
C 0.36786 5.23751 -2.76339  -0.11
C 1.55367 4.95622 -2.13320  -0.73
C 1.50532 4.08886 -1.04681  0.08
N 0.37018 3.57054 -0.57061  -0.09
H -1.64717 4.86419 -2.73778  0.30
H 0.27639 5.86283 -3.64120  0.45
H 2.48380 5.37213 -2.49018  0.45
H 2.41306 3.78540 -0.54022  0.46